The following is a DFT calculation (ωB97M-V/def2-TZVPD) of a structure of composition C29H44FeO3Se at a distorted geometry.

Geometry as XYZ:
```
78
Properties=species:S:1:pos:R:3:forces:R:3
Fe 0.025 0.003 -0.428 -0.021 -1.270 1.673
C -3.972 -2.400 5.508 0.050 -0.198 -0.070
C -3.416 -3.520 4.616 -0.026 -0.027 0.115
C -4.524 -4.556 4.410 0.208 0.199 0.006
C -2.232 -4.214 5.306 -0.193 0.058 -0.054
C -2.936 -2.904 3.310 -0.037 -0.086 -0.033
C -1.918 -1.958 3.334 0.022 0.027 -0.028
C -1.493 -1.374 2.165 0.183 0.332 -0.316
Se 0.006 -0.127 2.224 -0.023 -0.591 0.205
C 1.424 -1.461 2.170 -0.138 0.399 -0.556
C 1.773 -2.111 3.334 0.146 -0.169 0.109
C 2.737 -3.107 3.310 -0.165 0.108 0.046
C 3.299 -3.427 2.070 -0.173 0.183 0.131
C 2.975 -2.787 0.890 -0.168 0.261 -0.273
C 2.021 -1.732 0.921 -0.221 -0.262 1.569
O 1.684 -1.034 -0.122 -0.771 1.195 -1.843
C 3.562 -3.200 -0.452 0.054 -0.005 -0.182
C 4.285 -2.000 -1.080 -0.097 -0.017 -0.004
C 4.569 -4.350 -0.345 -0.217 0.212 0.031
C 2.399 -3.661 -1.344 0.053 0.083 0.037
C 3.192 -3.843 4.560 0.073 -0.089 0.128
C 4.702 -3.628 4.738 -0.188 -0.035 0.038
C 2.480 -3.335 5.818 0.148 -0.100 -0.239
C 2.900 -5.343 4.410 0.031 0.183 0.053
C -2.063 -1.655 0.897 -0.009 -0.386 1.504
O -1.653 -0.980 -0.133 0.853 1.256 -1.852
C -3.060 -2.661 0.868 0.394 0.414 -0.348
C -3.460 -3.235 2.068 0.110 0.098 0.303
C -3.716 -3.178 -0.409 -0.173 -0.082 -0.144
C -3.171 -2.543 -1.690 -0.045 -0.037 0.019
C -3.475 -4.694 -0.508 -0.045 0.183 -0.002
C -5.226 -2.899 -0.342 0.180 -0.053 -0.041
H -4.328 -2.808 6.452 -0.044 -0.038 0.149
H -4.804 -1.908 5.008 -0.089 0.076 -0.019
H -3.215 -1.650 5.723 0.091 0.098 0.038
H -4.833 -4.954 5.375 -0.027 -0.045 0.109
H -4.179 -5.388 3.800 0.006 -0.126 -0.106
H -5.396 -4.108 3.940 -0.141 0.015 -0.089
H -2.554 -4.677 6.237 -0.028 -0.059 0.145
H -1.438 -3.510 5.536 0.123 0.084 0.038
H -1.824 -4.987 4.658 0.069 -0.086 -0.044
H -1.439 -1.663 4.258 -0.026 -0.035 0.113
H 1.272 -1.820 4.243 0.025 -0.048 0.159
H 4.029 -4.218 2.034 0.127 -0.132 -0.016
H 5.089 -1.669 -0.425 0.126 0.047 0.038
H 3.596 -1.174 -1.228 0.050 0.037 -0.021
H 4.714 -2.274 -2.042 0.074 -0.074 -0.122
H 5.417 -4.074 0.278 0.113 -0.027 0.092
H 4.947 -4.586 -1.338 0.023 -0.014 -0.086
H 4.104 -5.248 0.056 -0.005 -0.131 0.086
H 1.665 -2.866 -1.454 -0.003 -0.054 -0.054
H 1.910 -4.521 -0.890 -0.059 -0.111 -0.011
H 2.759 -3.944 -2.331 0.069 -0.061 -0.138
H 4.924 -2.566 4.820 0.053 0.116 0.014
H 5.259 -4.026 3.894 0.089 -0.038 -0.085
H 5.051 -4.123 5.642 0.068 -0.080 0.116
H 2.671 -2.276 5.971 -0.029 0.150 0.058
H 2.845 -3.872 6.690 0.048 -0.073 0.082
H 1.407 -3.498 5.750 -0.170 0.022 0.027
H 3.439 -5.767 3.568 0.056 -0.076 -0.108
H 1.837 -5.508 4.252 -0.127 -0.033 -0.020
H 3.202 -5.876 5.310 0.053 -0.094 0.106
H -4.231 -3.987 2.022 -0.087 -0.079 0.015
H -2.097 -2.688 -1.767 0.047 0.015 -0.079
H -3.376 -1.476 -1.713 0.033 0.056 -0.069
H -3.643 -3.004 -2.557 -0.120 -0.113 -0.039
H -2.407 -4.902 -0.513 0.097 -0.054 -0.016
H -3.909 -5.081 -1.428 -0.050 -0.055 -0.102
H -3.921 -5.228 0.327 -0.029 -0.088 0.076
H -5.406 -1.831 -0.226 -0.041 0.100 -0.003
H -5.689 -3.414 0.496 -0.081 -0.040 0.092
H -5.712 -3.235 -1.256 -0.071 -0.043 -0.112
C -1.545 2.682 0.048 -0.558 0.020 0.193
O -0.199 2.392 -0.317 0.466 -0.624 -0.219
H -1.660 3.737 0.303 0.024 -0.059 -0.061
H -1.863 2.063 0.895 0.002 0.069 -0.113
H -2.163 2.449 -0.816 -0.011 0.025 0.062
H 0.373 2.704 0.395 0.073 -0.125 -0.057
```
Positions in Å, forces in eV/Å.

Results
2S+1	5
expectation value of S²	6.012
lowest unoccupied orbital energy (alpha / beta)	-0.28 / -0.45	eV
net charge	0
Kohn-Sham gap (alpha / beta)	7.07 / 6.99	eV